(1)
The following is a quantum chemistry calculation of an isolated molecule of C7H10N2O3S, from the OMol25 dataset.

Bonds (Å) are listed after each position.
Atoms and positions in Å:
1 C -0.51520 -2.24295 -0.16990  C2 1.465, C3 1.320, H14 1.108
2 C 0.01565 -1.78186 -1.45515  C1 1.465, C4 1.329, H15 1.115
3 C -0.87567 -1.47943 0.84525  C1 1.320, C5 1.499, H16 1.092
4 C 0.32351 -0.50689 -1.67187  C2 1.329, C6 1.465, H17 1.086
5 C -0.78835 0.00763 0.68158  C3 1.499, C6 1.828, N9 1.475, H18 1.054
6 C 0.47707 0.44038 -0.56490  C4 1.465, C5 1.828, O12 1.363, S13 1.865
7 C 0.56542 2.89156 -0.15633  O12 1.421, H19 1.099, H20 1.060, H21 1.218
8 N 1.73063 -0.83803 1.49265  S13 1.672, H22 1.073, H23 1.053
9 N -2.06906 0.52657 0.16452  C5 1.475, O10 1.201, O11 1.195
10 O -2.30762 1.67011 0.44216  N9 1.201
11 O -2.66954 -0.24982 -0.51681  N9 1.195
12 O 0.32671 1.73877 -0.95215  C6 1.363, C7 1.421
13 S 2.09936 0.32389 0.34819  C6 1.865, N8 1.672
14 H -0.81174 -3.28373 0.06550  C1 1.108
15 H 0.02474 -2.48413 -2.32114  C2 1.115
16 H -1.52705 -1.95569 1.58039  C3 1.092
17 H 0.48874 -0.25848 -2.71607  C4 1.086
18 H -0.40525 0.47431 1.54489  C5 1.054
19 H -0.07027 3.62753 -0.66852  C7 1.099
20 H 1.55256 3.26430 -0.25350  C7 1.060
21 H 0.22170 2.65858 0.98923  C7 1.218
22 H 1.77107 -1.80535 1.02950  N8 1.073
23 H 2.44260 -0.73727 2.26248  N8 1.053

- Multiplicity: 3
- LUMO level (spin up / spin down): -0.13 / -3.12 eV
- Strongest force on any atom: 0.095 hartree/bohr
- ΔE to the lowest compared entry with this formula, charge and spin: 535.8 kJ/mol



(2)
The following is a quantum chemistry calculation of the ion C7H10N3 with charge +1, from the OMol25 dataset.

Bonds (Å) are listed after each position.
Atoms and positions in Å:
1 C 1.14616 1.38753 -1.54197  N2 1.508, H11 1.135, H12 1.165, H13 1.084
2 N 0.14097 1.42603 -0.41821  C1 1.508, C3 1.583, N10 1.409, H14 1.035
3 C -1.17682 0.67868 -0.87793  N2 1.583, N4 1.435, H15 1.078, H16 1.139
4 N -1.06805 -0.75093 -0.82724  C3 1.435, C5 1.240
5 C -1.47220 -1.62205 -0.04220  N4 1.240, C6 1.274
6 C -1.42392 -2.25813 1.06074  C5 1.274, C7 1.505, H17 1.049
7 C -0.34788 -2.10277 2.10114  C6 1.505, C8 1.307, H18 1.092
8 C 0.55403 -1.15806 2.14285  C7 1.307, C9 1.480, H19 1.111
9 C 0.83481 -0.31395 0.95998  C8 1.480, N10 1.308, H20 1.034
10 N 0.47687 0.93997 0.86104  N2 1.409, C9 1.308
11 H 1.39514 0.28189 -1.61138  C1 1.135
12 H 0.55406 1.79354 -2.45906  C1 1.165
13 H 2.09111 1.71024 -1.12033  C1 1.084
14 H -0.00305 2.42070 -0.17026  N2 1.035
15 H -1.26212 0.87754 -1.93363  C3 1.078
16 H -2.10062 1.11041 -0.36992  C3 1.139
17 H -2.03825 -3.06465 1.33125  C6 1.049
18 H -0.43854 -2.66194 3.03508  C7 1.092
19 H 1.15926 -1.17453 3.07454  C8 1.111
20 H 1.02204 -0.87272 0.10990  C9 1.034

- LUMO level: -4.19 eV
- Strongest force on any atom: 0.092 hartree/bohr
- Charge: +1
- ΔE to the lowest compared entry with this formula, charge and spin: 565.9 kJ/mol
- Structure (SMILES): C[N@H+]1CN=C=C/C=C\C=N\1